[1]
Formula: C27H49F4O9P
Source: the OMol25 dataset
Level of theory: wB97M-V/def2-TZVPD

HOMO-LUMO gap   0.32804 Ha
LUMO energy   0.51 eV
E_tot   -2476.169366 hartree
SMILES   COCCCCCCC[C@@]1(P(C)O)C(=O)OC[C@@]1(O)C(F)(F)C(F)F.CC(C)=O.CC(C)=O.CC(C)=O.CC(C)=O

Geometry (Å):
1 P -2.3549 2.5848 -2.2952
2 F -0.9833 5.1639 1.6939
3 F -2.4232 6.7511 1.2519
4 F -3.1573 3.4583 2.2156
5 F -4.4613 5.0771 1.6278
6 O 3.8419 -8.1316 1.1128
7 O -4.7299 2.2942 -0.4226
8 O -2.6735 0.4438 -5.1003
9 O -2.2728 0.9444 -2.3771
10 O 2.9666 -3.0034 0.7597
11 O -3.4934 0.6775 0.5133
12 O -2.6184 5.0857 -0.9122
13 O -6.9325 -1.1677 3.3872
14 O 5.8527 1.8557 1.6080
15 C -6.5253 -0.0413 3.5479
16 C -2.4251 2.6896 -0.3813
17 C -2.2630 5.5743 1.8902
18 C 3.6270 -3.6783 1.5158
19 C -6.4546 0.5790 4.9265
20 C -0.7301 -0.2883 -6.2574
21 C -2.6097 1.0449 -7.3945
22 C 1.9665 -9.2768 0.2047
23 C -3.1522 4.0460 -0.1244
24 C -4.5621 3.7064 -0.6459
25 C -0.6314 3.0910 -2.6468
26 C 4.7686 -3.0874 2.3114
27 C 1.1948 1.4260 0.0924
28 C -0.3109 1.1698 0.0641
29 C -3.2491 4.5148 1.3696
30 C 3.2855 -9.1894 0.9333
31 C 3.5287 0.2662 0.2108
32 C -3.5428 1.7345 -0.0287
33 C 5.5982 1.6952 0.2222
34 C -1.1274 2.4371 0.3921
35 C 5.7521 3.1889 2.0540
36 C -6.0611 0.8221 2.4033
37 C 3.3630 -5.1484 1.7156
38 C 4.1067 1.6482 -0.0933
39 C 1.9884 0.1287 0.2087
40 C 3.8723 -10.4897 1.4264
41 C -2.0632 0.4040 -6.1467
42 H -5.3571 4.2009 -0.1004
43 H -3.5702 1.5073 -7.1830
44 H -1.3653 2.3981 1.4508
45 H 5.0356 3.7677 1.4635
46 H 1.5126 1.9827 -0.7948
47 H 3.1355 -5.3436 2.7655
48 H 0.1355 2.4236 -2.2669
49 H -0.4471 -0.7082 -5.2952
50 H 2.0666 -9.9154 -0.6747
51 H 1.4170 2.0748 0.9472
52 H -2.4419 5.7202 2.9560
53 H -6.1422 0.2830 1.4643
54 H -0.4794 3.3089 0.2531
55 H 0.0315 0.4204 -6.5875
56 H 3.9363 -0.4223 -0.5314
57 H -4.6370 3.9588 -1.6988
58 H 5.6986 -3.6043 2.0679
59 H 1.6881 -0.5429 -0.5984
60 H 3.1785 -10.9762 2.1142
61 H -1.9102 1.7991 -7.7595
62 H 4.8158 -10.3005 1.9320
63 H 3.9821 1.8831 -1.1537
64 H -7.0638 1.4843 4.9606
65 H -5.4258 0.8634 5.1549
66 H -0.5111 0.4331 0.8434
67 H 4.8719 -2.0280 2.0891
68 H 6.0895 2.4967 -0.3423
69 H 4.2430 -5.7350 1.4526
70 H -2.4208 0.6489 -3.2917
71 H -2.7265 0.2950 -8.1786
72 H 1.6459 -8.2839 -0.1004
73 H -0.7860 -1.0840 -7.0021
74 H -5.0211 1.1139 2.5539
75 H 2.5264 -5.4607 1.0966
76 H 3.6093 2.4268 0.4871
77 H 1.6812 -0.3693 1.1294
78 H -0.4703 4.1084 -2.2873
79 H -6.6668 1.7306 2.3615
80 H 1.2101 -9.7229 0.8528
81 H 4.5871 -3.2210 3.3794
82 H -0.6271 0.7238 -0.8746
83 H 6.0701 0.7523 -0.0559
84 H -6.8116 -0.1302 5.6692
85 H -0.5581 3.1203 -3.7364
86 H 5.4117 3.1832 3.0874
87 H 3.9185 -0.0669 1.1736
88 H 4.0355 -11.1679 0.5869
89 H -1.7235 5.2836 -0.6114
90 H 6.7243 3.6892 1.9993

Forces on the atoms, in the same order (eV/Å):
P -0.05 -0.13 0.01
F 0.03 0.05 -0.03
F -0.02 0.03 0.01
F -0.03 -0.18 0.10
F -0.16 0.16 -0.07
O 0.02 -0.10 -0.02
O 0.11 0.15 0.11
O -0.04 0.10 -0.02
O 0.24 0.08 -0.08
O 0.02 0.02 -0.01
O 0.13 -0.16 -0.06
O -0.14 0.21 0.02
O -0.01 0.01 -0.01
O -0.09 -0.14 0.10
C 0.02 0.04 0.03
C -0.10 0.02 0.35
C 0.05 -0.11 -0.01
C 0.01 -0.04 0.04
C -0.03 -0.09 0.02
C -0.02 0.01 0.12
C -0.09 0.00 0.08
C 0.02 0.09 0.00
C 0.16 -0.15 -0.23
C -0.20 -0.13 0.29
C -0.02 0.10 -0.10
C -0.03 0.08 -0.06
C -0.01 0.03 0.04
C -0.05 0.02 0.25
C 0.03 0.06 -0.09
C -0.03 -0.03 -0.01
C -0.11 0.03 -0.06
C -0.17 0.03 -0.14
C 0.01 0.13 0.00
C 0.21 0.08 -0.26
C 0.00 0.05 -0.08
C -0.12 -0.11 0.01
C -0.07 0.18 -0.08
C 0.20 -0.20 -0.02
C 0.07 0.06 -0.02
C 0.07 0.06 0.03
C 0.07 -0.06 -0.05
H 0.00 0.08 -0.02
H 0.01 0.00 0.00
H 0.02 0.13 0.09
H -0.03 -0.01 0.02
H -0.04 0.04 0.01
H 0.05 -0.04 0.01
H -0.02 -0.04 0.13
H 0.00 0.00 -0.01
H -0.01 -0.04 0.02
H 0.03 -0.01 0.03
H 0.07 -0.03 0.05
H 0.02 0.01 0.00
H -0.02 -0.02 -0.07
H 0.00 -0.01 -0.05
H 0.07 -0.10 0.08
H 0.11 -0.12 -0.10
H 0.00 -0.03 0.04
H -0.04 0.01 -0.01
H -0.02 -0.02 -0.03
H 0.02 -0.03 -0.03
H 0.00 0.00 0.00
H -0.13 0.10 0.00
H 0.03 0.03 -0.01
H 0.00 0.04 -0.01
H -0.20 -0.11 -0.11
H 0.00 0.00 0.00
H 0.04 0.03 0.01
H -0.02 -0.01 0.06
H -0.18 -0.10 -0.02
H 0.04 0.01 -0.02
H 0.00 0.00 0.00
H 0.01 0.02 -0.03
H -0.01 0.04 0.00
H 0.02 -0.02 0.01
H -0.04 0.05 -0.08
H -0.03 -0.08 -0.02
H 0.07 -0.01 -0.01
H 0.05 0.03 0.01
H 0.01 -0.04 -0.02
H 0.02 -0.04 0.00
H 0.09 -0.06 -0.04
H 0.03 -0.03 -0.07
H 0.00 0.00 0.00
H 0.06 0.02 -0.01
H 0.04 -0.02 0.06
H 0.01 0.07 0.04
H -0.04 -0.02 0.01
H 0.02 0.02 -0.02
H 0.02 0.03 -0.01

[2]
Formula: C27H49F5NO6P
Source: the OMol25 dataset
Level of theory: wB97M-V/def2-TZVPD

HOMO-LUMO gap   0.28954 Ha
LUMO energy   0.40 eV
E_tot   -2404.935810 hartree
SMILES   CCP(C)[C@@H]1CNC(=O)[C@H]1CCCC(F)(F)C(F)(F)F.CC(C)=O.CC(C)=O.CC(C)=O.CC(C)=O.CC(C)=O

Geometry (Å):
1 P -2.1747 2.6512 -0.6829
2 F 2.2459 -3.8695 0.4343
3 F -1.0076 -5.4555 0.8407
4 F -0.3064 -3.9613 -0.7268
5 F 1.4824 -4.7290 2.4748
6 F 1.5055 -6.0057 0.5856
7 O 2.2876 3.8028 -3.8115
8 O -1.7186 -0.3632 -4.8742
9 O -1.6339 -7.1685 5.8181
10 O -0.4337 0.5997 3.9568
11 O 0.1395 -2.9511 4.9752
12 O -1.2018 5.3755 -3.8906
13 N -2.1610 2.1984 3.3469
14 C -1.1300 1.1511 3.0715
15 C 3.4236 3.8836 -4.2414
16 C 1.2807 -4.6876 1.0886
17 C -0.6580 6.3019 -4.4598
18 C 0.3104 -1.2922 6.6739
19 C -0.9900 0.8624 1.4724
20 C -0.7674 -1.1211 -4.8745
21 C -1.1501 6.7980 -5.7937
22 C 0.6909 -7.4884 6.1987
23 C -2.3238 1.3828 -2.0902
24 C 4.6015 3.4103 -3.4317
25 C -0.4549 3.5162 -0.7254
26 C -2.2248 1.7556 0.9862
27 C -0.1498 -1.6940 1.4245
28 C -2.1405 2.9908 2.0465
29 C -0.2425 -1.7171 -6.1539
30 C -0.2715 -3.7485 7.1778
31 C 0.0665 -2.6884 6.1630
32 C -0.2059 -4.2694 0.6570
33 C -0.8656 -3.1486 1.5676
34 C -0.0681 -1.5002 -3.5954
35 C 3.7058 4.4611 -5.6034
36 C -1.3671 -0.6515 1.1254
37 C -0.5017 -7.0582 5.3857
38 C 0.5340 6.9981 -3.8583
39 C -0.2374 -6.4866 4.0189
40 C 0.1725 3.5286 -2.2188
41 H -2.9782 3.7508 1.8864
42 H 4.3453 5.3415 -5.5090
43 H 1.1571 -1.2915 7.3639
44 H 0.2658 -7.2295 3.3959
45 H -1.9560 -3.0469 1.2099
46 H 0.5424 -0.6350 5.8338
47 H -0.6444 4.6029 -0.3940
48 H -0.4213 -4.7032 6.6688
49 H 0.3236 -1.3740 2.4236
50 H -0.1328 -2.5796 -3.4417
51 H 0.4962 2.4518 -2.4504
52 H 1.3956 6.9001 -4.5222
53 H 0.5493 -3.8564 7.8901
54 H 0.6377 -1.6954 0.6030
55 H -1.4554 7.8433 -5.7120
56 H 4.1872 3.7101 -6.2332
57 H 5.1228 2.6125 -3.9651
58 H -0.8412 -1.3569 -6.9931
59 H -1.1758 3.6048 2.0058
60 H 4.2491 3.0195 -2.4749
61 H 0.7769 6.5362 -2.8993
62 H -1.6698 -0.8367 0.0440
63 H -2.0124 6.2047 -6.1046
64 H 1.3452 -6.6329 6.3803
65 H 0.3513 -7.8799 7.1600
66 H -1.1928 -3.4827 7.7002
67 H -0.8773 -3.4431 2.6670
68 H 0.7950 -1.4127 -6.3078
69 H -2.2150 -0.9849 1.8332
70 H 1.0027 4.2828 -2.3484
71 H -0.3631 6.6914 -6.5436
72 H -0.6765 3.7601 -2.9802
73 H -1.1863 -6.2201 3.5484
74 H -1.5574 1.5006 -2.9206
75 H 0.2216 2.9466 -0.0044
76 H -0.3151 -2.8060 -6.1140
77 H 5.2806 4.2439 -3.2408
78 H -0.5524 -0.9975 -2.7556
79 H 0.9771 -1.1861 -3.6359
80 H 1.2350 -8.2755 5.6726
81 H 2.7655 4.7598 -6.0717
82 H -2.2538 0.3104 -1.7122
83 H 0.3034 8.0524 -3.6908
84 H -3.2309 1.2348 1.1021
85 H 0.3742 -5.5884 4.1056
86 H -0.5856 -0.9180 7.1736
87 H 0.0620 1.0938 1.1102
88 H -3.1427 1.8621 3.3030
89 H -3.3866 1.5039 -2.5131

Forces on the atoms, in the same order (eV/Å):
P -0.29 0.47 -0.47
F -2.20 -1.67 2.05
F 1.66 1.99 -0.44
F 0.73 -0.55 2.71
F -0.26 0.61 -3.62
F -0.24 2.90 1.34
O 1.22 0.03 -0.80
O 0.46 -0.39 -0.04
O 0.50 0.06 -0.08
O -2.68 2.03 -3.02
O -0.04 0.02 0.45
O -0.08 1.10 -0.63
N 0.48 0.24 -1.33
C 1.43 -1.71 1.58
C -0.67 -0.04 0.21
C 1.37 -1.49 -1.37
C -0.35 -0.60 0.31
C 0.14 0.11 -0.46
C -2.11 -0.57 0.54
C -0.60 0.49 0.03
C -0.26 -0.26 -0.08
C -0.18 -0.14 0.36
C -0.19 -0.85 -0.09
C -0.21 -0.13 0.31
C 0.31 -0.27 -0.61
C 2.00 1.97 -0.39
C -1.07 0.14 0.54
C -0.10 -0.65 -0.52
C -0.24 0.15 -0.26
C 0.00 -0.32 -0.32
C 0.06 0.00 -0.57
C -1.98 -0.33 0.84
C 0.35 0.61 -0.65
C -0.21 0.17 0.23
C -0.35 0.10 -0.09
C 1.31 -1.01 1.10
C -0.71 -0.08 0.03
C 0.02 -0.17 0.36
C -0.39 -0.02 0.08
C -1.73 -0.93 0.46
H 0.87 -1.31 0.66
H 0.16 -0.14 -0.09
H -0.17 -0.01 0.17
H 0.17 0.13 0.01
H 1.71 -0.40 0.43
H -0.10 -0.09 0.11
H 0.34 -1.78 -0.25
H -0.05 0.16 0.09
H -0.60 -0.73 -1.54
H 0.21 0.01 -0.03
H 0.03 1.70 0.32
H -0.04 0.18 -0.03
H -0.14 0.12 0.14
H -1.07 0.12 0.99
H 0.18 0.03 -0.11
H 0.17 0.14 0.03
H 0.15 0.16 -0.02
H 0.06 -0.03 0.13
H -1.16 -1.14 -0.22
H 0.02 0.06 -0.13
H -0.04 0.04 -0.14
H 0.16 0.68 1.38
H 0.12 0.06 0.07
H 0.14 -0.10 -0.16
H 0.02 0.05 -0.13
H 0.14 0.01 0.15
H 0.17 0.05 -1.54
H 0.04 -0.21 0.05
H 1.08 0.63 -1.22
H -1.26 -1.20 0.47
H 0.00 0.22 0.01
H 1.81 -0.44 1.62
H 0.11 -0.05 0.07
H -1.10 -0.01 1.07
H -0.59 1.13 -0.85
H 0.22 0.02 0.02
H 0.12 -0.11 -0.15
H 0.05 -0.05 -0.12
H 0.03 -0.21 -0.01
H 0.14 0.17 -0.03
H 0.10 -0.06 0.07
H -0.02 1.32 -0.49
H 0.13 0.03 -0.17
H 1.37 0.54 -0.07
H 0.03 -0.18 0.05
H 0.12 -0.03 0.16
H -1.50 0.11 0.30
H 1.05 -0.49 0.76
H 1.75 -0.12 0.49